The following is a quantum chemistry calculation of C6H9NO in the gas phase, from the OMol25 dataset.

SMILES string   C[C@]12CON=C[C@@H]1C2
Energy relative to the best compared isomer or geometry (same formula, charge and spin)   649.8 kJ/mol

Atoms and positions in Å:
H  0.027  2.060  0.757
H  2.003  -0.020  0.503
H  0.410  -2.492  0.936
H  1.927  1.445  -0.718
H  -1.646  0.328  -1.740
H  -0.081  -0.541  -2.145
C  0.051  -1.488  0.987
C  -0.550  1.145  0.696
C  -0.820  -0.881  -0.200
H  -1.771  -0.630  0.238
O  -0.657  0.470  1.950
C  0.029  0.459  -0.417
H  -1.658  1.349  0.437
H  1.776  -0.606  -1.417
C  -0.772  -0.128  -1.463
N  0.101  -0.782  2.081
C  1.628  0.313  -0.485

The following is a quantum chemistry calculation of 2 unconnected molecules or ions with the total composition C3H13N4, from the OMol25 dataset.

Total charge   +1
Energy relative to the best compared isomer or geometry (same formula, charge and spin)   103.1 kJ/mol

Atoms and positions in Å:
H  -3.032  0.639  -1.954
H  0.010  0.912  2.326
N  2.293  -1.748  0.467
N  0.177  1.204  1.357
H  1.509  0.813  -0.210
H  2.211  0.710  1.436
H  -0.330  -0.488  -1.701
H  -0.728  1.024  0.778
H  0.176  -1.317  0.429
C  1.362  0.466  0.813
C  1.114  -1.031  0.924
H  2.142  -2.742  0.556
H  -2.934  1.032  0.184
N  -2.032  0.715  -0.145
H  0.988  -1.262  1.983
N  -1.100  -0.018  -2.136
H  2.485  -1.566  -0.513
H  0.325  2.210  1.390
H  -1.266  -0.220  -3.102
C  -2.115  0.460  -1.400